C31H32N10O3S2W | the ωB97M-V functional and the def2-TZVPD basis

Each line ends with the Mulliken charge.
Element x y z (Å)
W -0.38514 0.44523 0.13681  2.093
C 0.03744 3.79724 -2.94336  -1.979
C 0.16339 2.77520 -1.85662  0.709
N -0.76331 2.45566 -1.01283  0.421
N -1.95340 3.08945 -1.14747  -0.868
C -2.90487 3.07165 -0.18350  0.663
N -3.99805 3.81054 -0.41417  -0.419
S -2.73662 2.12537 1.17601  -0.278
C 1.44071 2.13596 -1.64339  0.877
C 2.58184 2.53975 -2.34230  -1.167
C 3.83036 2.13832 -1.93072  -0.643
C 3.91726 1.36423 -0.77785  -1.306
C 2.75313 0.93515 -0.18580  -0.330
N 1.52057 1.22469 -0.63539  0.569
H -0.89529 4.34997 -2.95430  0.427
H 0.14691 3.31991 -3.91887  0.427
H 0.82870 4.53943 -2.83888  0.443
H -2.08528 3.65884 -1.96562  0.091
H -4.01797 4.53680 -1.11445  0.195
H -4.66757 3.88326 0.33411  0.270
H 2.48016 3.20280 -3.18806  0.586
H 4.72185 2.44605 -2.46007  0.490
H 4.87125 1.09842 -0.34405  0.593
H 2.80260 0.32065 0.70030  0.635
C 0.50716 -3.15730 1.46865  -1.647
C 1.41798 -2.14562 2.11022  0.759
C 2.44624 -2.67618 2.92251  -1.102
C 3.20519 -1.85118 3.69005  -1.287
C 2.92790 -0.46877 3.69940  1.253
C 3.59450 0.40759 4.57658  -0.805
C 3.25623 1.73181 4.60394  -0.912
C 2.27363 2.21917 3.73546  -0.651
C 1.61977 1.39714 2.84013  1.601
S 0.37336 2.12874 1.84396  -0.497
C 1.92339 0.00857 2.81354  -1.682
N 1.22955 -0.83637 1.98157  1.082
H 0.96186 -3.61303 0.58799  0.281
H -0.45315 -2.73682 1.19848  0.071
H 0.34284 -3.96243 2.18543  0.652
H 2.59372 -3.74799 2.93638  0.613
H 3.99207 -2.24148 4.32388  0.467
H 4.36311 0.01366 5.22900  0.439
H 3.73849 2.40872 5.29584  0.421
H 2.00211 3.26720 3.75972  0.513
C -2.62344 -1.28237 3.81181  -1.680
C -1.92749 -0.79321 2.65524  0.842
N -1.29328 -0.41669 1.78326  0.739
H -2.60181 -0.53561 4.60599  0.359
H -2.15254 -2.20119 4.16292  0.362
H -3.65730 -1.48612 3.53634  0.354
N 4.38122 -1.93185 -2.28586  -0.247
C 3.41257 -2.77981 -2.72123  0.282
O 3.64699 -3.76464 -3.38213  -0.594
C 1.99008 -2.47320 -2.31783  -0.239
C 0.98653 -3.14848 -3.00648  -0.693
C -0.30595 -3.01081 -2.54123  -1.445
C -0.55850 -2.16375 -1.48588  0.302
N 0.37759 -1.39882 -0.88280  0.150
C 1.64573 -1.63775 -1.27795  -0.222
H 5.31517 -2.12236 -2.61439  0.251
H 4.19032 -1.00659 -1.94753  0.187
H 1.24885 -3.79951 -3.82933  0.542
H -1.12276 -3.56393 -2.98312  0.545
H -1.54840 -2.13155 -1.06183  0.385
H 2.42375 -1.20050 -0.67757  0.393
C -6.17543 -1.01049 -0.43101  -0.938
N -4.88019 -0.61906 -0.98458  0.148
C -4.73212 -0.24793 -2.27170  0.061
C -3.53014 0.09754 -2.78482  -1.375
C -2.42002 0.08549 -1.89880  0.962
O -1.22982 0.36240 -2.22025  -0.712
N -2.57328 -0.24346 -0.59570  0.285
C -3.79005 -0.67050 -0.10855  -0.384
O -3.97868 -1.09406 1.02038  -0.649
H -6.91229 -1.05286 -1.22771  0.351
H -6.48694 -0.29088 0.32452  0.307
H -6.08969 -1.98253 0.04679  0.312
H -5.62829 -0.25435 -2.87780  0.416
H -3.40497 0.35944 -3.82346  0.578

Values from the calculation:
2S+1 = 3
Charge = +2
Energy = -2836.8504 hartree
⟨S²⟩ = 2.02
HOMO-LUMO gap (alpha / beta) = 5.923 / 5.731 eV
ΔE to the lowest compared entry with this formula, charge and spin = 3.701 eV

---

C31H32N3O | the ωB97M-V functional and the def2-TZVPD basis

Each line ends with the Mulliken charge.
Element x y z (Å)
C -4.68459 1.75475 -2.43542  -0.992
N -4.50566 1.41751 -1.03379  0.155
C -3.42567 0.73424 -0.49167  -1.184
C -3.68020 0.41608 0.85529  -0.544
C -2.82952 -0.55978 1.76748  1.979
C -1.43882 -0.24872 2.18803  -0.939
C -0.16810 -1.16939 2.15648  -0.118
C -0.01897 -2.42131 2.95756  0.878
C 0.77704 -3.51283 2.50642  -0.235
C 0.94098 -4.66173 3.28158  -0.840
C 0.33774 -4.74679 4.54490  -0.652
C -0.42274 -3.67378 5.01704  -0.666
C -0.52806 -2.50375 4.27484  -0.043
N 0.93731 -0.60717 1.63598  0.067
C 0.79099 0.68351 0.89699  -0.207
C 2.10451 1.27843 0.43233  -0.734
O 3.07021 1.21402 1.48718  -0.418
C 3.48822 -0.13288 1.68660  -0.708
C 2.32336 -1.11595 1.92841  -0.163
C -3.57186 -0.73266 3.05895  -0.059
C -3.75168 0.23148 4.06212  -1.049
N -4.08098 -0.38515 5.24301  0.420
C -4.27047 0.34770 6.48854  -1.044
C -4.11308 -1.77930 5.03416  -0.140
C -4.14523 -2.81731 5.95175  -0.971
C -3.83377 -4.10340 5.46262  -0.821
C -3.48920 -4.33178 4.11940  -0.856
C -3.44438 -3.28162 3.20317  0.057
C -3.75768 -2.00929 3.67008  0.436
C -5.03391 0.91396 1.11473  1.075
C -5.99265 0.74658 2.10828  0.152
C -7.25015 1.34953 2.00479  -1.048
C -7.64921 2.03634 0.85380  -0.681
C -6.75316 2.13912 -0.22210  -0.934
C -5.48531 1.58864 -0.06370  -0.252
H -5.46207 2.51795 -2.55768  0.317
H -3.74620 2.12586 -2.85782  0.344
H -4.98825 0.88776 -3.04139  0.317
H -2.55342 0.55172 -1.12039  0.413
H -2.87114 -1.49425 1.20350  0.638
H -1.42206 0.01175 3.26911  0.373
H -1.20980 0.69639 1.69323  0.336
H 1.27927 -3.45670 1.54233  0.561
H 1.56296 -5.48067 2.91277  0.400
H 0.44512 -5.64338 5.15333  0.433
H -0.93862 -3.73468 5.97814  0.457
H -0.98174 -1.61496 4.71182  0.345
H 0.36265 1.42905 1.58695  0.500
H 0.13773 0.53657 0.02622  0.212
H 2.46058 0.76755 -0.48302  0.375
H 1.98101 2.35720 0.27800  0.364
H 4.15561 -0.08843 2.55722  0.346
H 4.06692 -0.45315 0.79611  0.334
H 2.40010 -1.41912 2.99239  0.361
H 2.55554 -1.99014 1.30612  0.101
H -3.72854 1.31947 3.97446  0.337
H -4.17372 -0.35103 7.32825  0.348
H -3.51442 1.15079 6.56151  0.336
H -5.26727 0.82224 6.50768  0.318
H -4.39960 -2.59790 6.98692  0.382
H -3.88543 -4.94902 6.14833  0.419
H -3.18084 -5.32393 3.79791  0.473
H -3.09900 -3.40850 2.17325  0.406
H -5.74268 0.15792 2.98095  0.528
H -7.92842 1.27747 2.85089  0.422
H -8.65333 2.44108 0.77480  0.386
H -7.02709 2.61528 -1.16112  0.199

Values from the calculation:
2S+1 = 1
Charge = +1
Structure (SMILES) = Cn1cc(C(CC(c2ccccc2)=[N+]2CCOCC2)c2cn(C)c3ccccc23)c2ccccc21
Energy = -1439.6918 hartree
HOMO-LUMO gap = 5.939 eV
ΔE to the lowest compared entry with this formula, charge and spin = 0.701 eV

---

C31H32N3O2PSr | the ωB97M-V functional and the def2-TZVPD basis

Each line ends with the Mulliken charge.
Element x y z (Å)
Sr -0.14371 0.27416 -0.96328  1.616
C 4.78296 -1.42718 0.47428  -1.497
C 4.66454 -0.47976 -0.67904  1.312
C 5.78533 -0.23119 -1.46161  -0.860
C 5.73247 0.57689 -2.58185  -0.829
C 4.52156 1.12753 -2.95598  -0.845
C 3.37789 0.90113 -2.20116  1.550
C 2.08381 1.48472 -2.67273  -0.859
C 3.44253 0.12913 -1.02567  -0.745
N 2.25666 -0.11766 -0.30158  -0.348
C 2.30131 0.04162 1.03244  0.166
O 3.14390 0.60362 1.73039  -0.656
C 1.14525 -0.63499 1.78711  0.582
C 1.41168 -1.39579 2.92139  -1.146
C 0.35565 -2.08886 3.49426  -0.474
C -0.91476 -2.02340 2.93300  -0.576
C -1.10155 -1.22265 1.81703  0.174
N -0.07901 -0.54112 1.29948  0.479
C -2.43691 -1.19168 1.06092  -0.688
O -3.38773 -1.78469 1.56527  -0.712
N -2.34966 -0.57676 -0.12142  0.642
C -3.47667 -0.49201 -0.95579  -0.518
C -4.71205 0.04780 -0.54283  1.167
C -4.95038 0.52438 0.85690  -1.657
C -5.74040 0.16122 -1.47157  -0.810
C -5.58966 -0.24146 -2.78568  -0.849
C -4.37518 -0.76329 -3.19178  -0.880
C -3.32003 -0.88319 -2.29831  1.878
C -2.02636 -1.46349 -2.79740  -1.988
H 5.64144 -2.08472 0.33574  0.488
H 3.88980 -2.05057 0.55645  0.300
H 4.89514 -0.89473 1.41865  0.239
H 6.72228 -0.69996 -1.18550  0.390
H 6.62205 0.75772 -3.17048  0.390
H 4.45500 1.74173 -3.84651  0.348
H 2.23994 2.11205 -3.55194  0.474
H 1.58832 2.10008 -1.91588  -0.219
H 1.37031 0.72314 -3.03303  0.185
H 2.41597 -1.43122 3.31675  0.547
H 0.52173 -2.70650 4.36778  0.437
H -1.75571 -2.58175 3.31899  0.537
H -4.06157 1.00167 1.26883  0.146
H -5.18281 -0.30323 1.52644  0.330
H -5.76850 1.24458 0.87567  0.454
H -6.68378 0.57988 -1.14096  0.409
H -6.41221 -0.15472 -3.48239  0.394
H -4.24406 -1.09105 -4.21632  0.386
H -2.18903 -2.05279 -3.69955  0.434
H -1.54029 -2.10976 -2.06265  0.375
H -1.30909 -0.69321 -3.13626  0.251
C -2.16881 3.47922 0.29508  -0.948
P -0.36937 3.30653 0.06060  0.517
C 0.22348 3.15242 1.77935  -1.253
C 0.17324 4.97147 -0.43672  0.332
C -0.15207 6.08984 0.33413  -0.307
C 0.27427 7.35217 -0.03683  -0.767
C 1.03569 7.51389 -1.18723  -0.384
C 1.36241 6.41398 -1.96084  -0.645
C 0.93196 5.14867 -1.58674  -0.117
H -2.43258 4.28728 0.98069  0.449
H -2.55861 2.54459 0.69816  0.052
H -2.65788 3.66023 -0.66257  0.395
H -0.09209 3.98485 2.41058  0.497
H 1.31184 3.08165 1.78675  0.374
H -0.17118 2.22578 2.20153  0.340
H -0.74631 5.97265 1.23243  0.236
H 0.01580 8.21009 0.56908  0.390
H 1.37502 8.49931 -1.47694  0.371
H 1.95517 6.53528 -2.85733  0.401
H 1.19515 4.29633 -2.20035  0.137

Values from the calculation:
2S+1 = 1
Energy = -1887.4376 hartree
HOMO-LUMO gap = 7.698 eV